Computed, not measured: the ion C6H15N5 with charge +2, with ωB97M-V with the def2-TZVPD basis set.

```
26
Properties=species:S:1:pos:R:3:forces:R:3:mulliken_charge:R:1
C 0.310 2.435 2.356 -0.34 -0.45 -0.73 -0.052
C 2.349 0.045 1.181 0.39 0.30 -1.66 -0.700
C 0.316 -2.115 -0.301 -0.30 0.30 -4.51 -0.823
C -1.587 -0.747 0.486 -3.90 3.03 -3.08 -1.152
C -1.131 -0.734 -1.874 -2.27 0.36 -2.59 -0.778
C 0.397 0.527 -0.396 2.43 -2.28 -1.06 -0.358
N -1.263 2.033 -1.005 -0.50 1.12 -1.35 -0.474
N -0.107 1.830 -0.679 0.64 0.86 -0.95 -0.020
N 0.509 1.557 1.649 1.02 1.36 1.55 -0.248
N 1.018 0.628 0.931 -1.02 -0.86 -2.47 0.425
N -0.523 -0.797 -0.563 0.70 0.06 2.00 0.397
H 0.112 3.401 2.765 -0.09 0.26 0.58 0.532
H 3.241 0.708 1.114 -0.97 0.08 0.18 0.306
H 2.175 -0.358 2.126 0.89 -1.31 1.55 0.390
H 2.440 -0.688 0.343 0.16 0.32 1.29 0.230
H 1.373 -2.035 -0.707 -1.41 0.13 0.38 0.356
H 0.293 -2.185 0.718 0.16 -0.86 2.50 0.385
H -0.191 -2.971 -0.906 0.69 1.53 1.50 0.356
H -2.467 -1.397 0.291 1.19 -0.31 0.00 0.409
H -1.187 -0.862 1.404 1.22 -0.51 3.09 0.487
H -2.159 0.304 0.391 1.66 -2.11 0.32 0.389
H -0.800 0.176 -2.321 0.58 0.22 -0.84 0.360
H -0.856 -1.586 -2.529 -0.28 0.48 0.62 0.328
H -2.283 -0.509 -1.910 2.13 -1.07 0.66 0.360
H 1.337 0.295 -1.170 -2.69 0.82 1.73 0.568
H -1.315 3.047 -1.395 -0.09 -1.47 1.27 0.327
```
Forces are in eV/Å.

Summary:
Energy   -510.5166 Ha
HOMO-LUMO gap   9.3 eV
Charge   +2
HOMO   -0.64415 hartree
Largest force on an atom   5.82 eV/A
SMILES   [H]/N=N/[C@@H](N(C)[N+]#C)[N+](C)(C)C
LUMO energy   -8.203 eV


Computed, not measured: a cluster of 2 separate species, C5H10O in total, with ωB97M-V with the def2-TZVPD basis set.

```
16
Properties=species:S:1:pos:R:3:forces:R:3:mulliken_charge:R:1
C -0.883 -0.702 -2.080 0.00 -2.94 -0.79 -1.248
C 0.021 -0.659 -0.889 4.88 -1.24 -1.01 0.962
C 1.353 -1.067 -0.801 -3.15 0.16 0.17 -0.884
C -0.292 -0.231 1.561 2.98 -0.03 -2.21 -1.172
C -0.572 0.001 0.201 -0.25 -0.61 5.05 -0.048
H -0.707 -1.651 -2.786 -0.43 2.08 1.67 0.312
H -1.928 -0.684 -1.694 0.63 -0.19 -0.70 0.368
H -0.694 0.163 -2.655 -0.08 1.06 -0.88 0.310
H 1.832 -1.548 -1.648 0.16 0.04 0.31 0.310
H 1.783 -1.056 0.222 0.17 0.16 -1.19 0.165
H 0.806 -0.546 1.986 -2.82 0.03 -1.68 0.157
H -0.896 -0.071 2.410 -1.11 0.95 0.40 0.431
H -1.394 0.574 -0.171 -1.03 0.32 0.89 0.355
H 0.172 1.841 1.864 0.08 0.23 -0.32 0.334
H 0.861 2.895 2.673 0.56 0.44 1.28 0.300
O 0.536 2.739 1.808 -0.56 -0.46 -0.99 -0.652
```
Forces are in eV/Å.

Summary:
Energy   -271.6439 Ha
HOMO-LUMO gap   8.6 eV
HOMO   -0.31123 hartree
Largest force on an atom   5.14 eV/A
SMILES   C=CC(=C)C.O
LUMO energy   0.136 eV


Computed, not measured: the ion C6H12N3S with charge +1, with ωB97M-V with the def2-TZVPD basis set.

```
22
Properties=species:S:1:pos:R:3:forces:R:3:mulliken_charge:R:1
C -0.128 0.291 0.371 -2.39 -0.99 0.19 0.780
C 2.645 0.427 0.074 0.31 -2.57 -0.07 0.608
C -1.634 0.474 0.401 -1.16 0.63 2.44 -1.192
C -0.726 -2.625 -0.554 0.32 1.73 2.36 -1.353
C -0.113 2.585 -0.459 -1.41 1.62 -1.20 -0.837
C 0.155 -2.144 0.590 -1.96 1.20 -0.63 -0.442
N 1.869 1.453 0.046 0.49 -2.81 0.08 -0.314
N 0.510 1.454 0.015 1.25 -2.53 0.91 0.267
N 0.495 -0.780 0.530 2.30 2.69 -0.67 -0.546
S 3.728 -0.700 0.006 -1.12 2.00 0.20 -0.128
H -1.903 0.852 -0.544 -0.69 0.55 -1.15 0.388
H -2.026 1.275 1.215 1.14 -1.91 -1.82 0.326
H -2.228 -0.459 0.527 0.88 0.59 0.19 0.286
H -0.357 -3.523 -0.821 0.68 -3.23 -1.09 0.433
H -1.717 -2.647 -0.270 -2.18 -0.44 0.51 0.392
H -0.659 -1.979 -1.346 0.36 1.61 -2.16 0.429
H -0.849 2.389 -1.241 0.46 0.06 -0.26 0.321
H -0.636 2.942 0.357 -1.54 1.46 1.47 0.420
H 0.543 3.385 -0.748 0.56 0.04 -0.35 0.299
H 1.028 -2.644 0.457 2.88 -1.58 0.15 0.327
H -0.227 -2.343 1.548 -0.65 -0.69 1.33 0.352
H 2.231 2.318 -0.154 1.47 2.58 -0.42 0.185
```
Forces are in eV/Å.

Summary:
Energy   -797.8793 Ha
HOMO-LUMO gap   7.6 eV
Charge   +1
HOMO   -0.46856 hartree
Largest force on an atom   3.60 eV/A
LUMO energy   -5.118 eV


Computed, not measured: a cluster of 6 separate species, C12H30I2N5O10P in total, with ωB97M-V with the def2-TZVPD basis set.

```
60
Properties=species:S:1:pos:R:3:forces:R:3:mulliken_charge:R:1
C 1.852 -0.835 1.926 -0.53 0.54 -0.82 -0.912
C 2.239 0.169 0.794 1.12 -0.56 0.71 -0.684
C 2.606 1.584 1.305 -0.79 0.07 -0.05 -0.554
C 1.433 2.607 1.511 0.49 0.23 0.12 -0.999
P -0.292 2.014 1.040 1.28 -0.30 -0.78 0.771
C -1.997 1.245 0.482 1.20 0.90 -0.60 -0.354
I -2.309 1.179 -1.642 0.12 0.03 0.63 0.086
C -2.893 0.799 1.306 -1.85 -0.85 -0.19 0.129
C -4.211 0.154 0.916 0.43 -0.62 1.22 -1.012
I -2.608 0.926 3.428 -0.14 0.03 -0.33 -0.039
H 2.306 -1.810 1.739 -0.10 0.04 0.13 0.398
H 0.762 -0.956 1.908 0.14 -0.21 0.36 0.186
H 2.165 -0.468 2.907 -0.02 -0.08 -0.08 0.287
H 1.521 0.152 -0.027 -0.04 0.10 0.15 0.350
H 3.161 -0.244 0.365 -0.13 0.21 -0.12 0.403
H 3.104 1.472 2.273 0.14 -0.09 -0.22 0.240
H 3.333 2.022 0.616 -0.08 -0.02 0.07 0.348
H 1.667 3.496 0.907 -0.28 -0.06 0.10 0.366
H 1.435 2.947 2.557 -0.15 -0.06 -0.14 0.471
H -0.189 0.943 1.963 -0.23 0.16 -0.05 -0.237
H 0.148 1.839 -0.309 -0.28 0.17 0.19 -0.183
H -0.913 3.237 1.391 -0.05 -0.19 0.01 0.097
H -4.193 -0.218 -0.106 -0.09 0.38 -0.04 0.234
H -4.325 -0.729 1.559 -0.23 0.15 -0.08 0.349
H -5.055 0.815 1.120 0.04 -0.01 -0.23 0.287
C -1.229 3.657 -4.769 -0.16 -0.10 -0.12 -0.601
N -0.603 5.002 -4.904 -0.06 0.00 -0.07 0.873
O -0.986 5.714 -5.809 0.13 -0.03 0.16 -0.525
O 0.255 5.293 -4.092 -0.06 -0.01 -0.14 -0.527
H -1.968 3.539 -5.553 0.04 0.10 -0.01 0.319
H -0.439 2.916 -4.864 0.03 0.04 0.16 0.250
H -1.694 3.608 -3.788 0.14 -0.03 0.05 0.181
C 3.617 4.028 -4.438 -0.11 0.20 0.16 -0.710
N 3.375 2.566 -4.294 -0.02 0.02 0.04 0.875
O 2.532 2.212 -3.492 0.10 -0.06 -0.13 -0.494
O 4.041 1.827 -4.991 -0.12 0.06 0.11 -0.529
H 2.956 4.558 -3.761 -0.05 -0.09 -0.02 0.287
H 4.658 4.213 -4.190 0.02 -0.06 -0.13 0.294
H 3.407 4.294 -5.470 0.11 -0.05 -0.01 0.274
C -0.563 -2.351 5.185 -0.21 0.03 -0.08 -0.736
N 0.555 -3.087 4.534 -0.07 0.07 0.02 0.937
O 0.359 -3.540 3.423 0.11 0.02 0.16 -0.525
O 1.591 -3.181 5.164 -0.12 -0.03 -0.19 -0.534
H -1.413 -2.346 4.513 0.08 -0.02 -0.06 0.278
H -0.802 -2.870 6.109 0.12 0.05 0.04 0.299
H -0.218 -1.340 5.381 0.06 -0.05 0.07 0.285
C 2.824 -5.733 3.711 0.12 0.06 -0.05 -0.631
N 3.028 -7.133 3.246 0.09 0.03 -0.02 0.882
O 3.947 -7.346 2.479 -0.17 -0.07 0.10 -0.532
O 2.255 -7.970 3.670 0.13 0.07 -0.09 -0.533
H 3.579 -5.102 3.256 0.01 -0.07 -0.03 0.293
H 1.830 -5.428 3.404 -0.02 -0.04 0.09 0.230
H 2.918 -5.730 4.793 -0.12 -0.03 -0.01 0.285
C -5.171 -2.453 -3.475 -0.04 -0.13 0.15 -0.731
N -5.292 -0.969 -3.488 -0.01 0.05 0.06 0.833
O -5.708 -0.429 -2.483 0.06 -0.02 -0.16 -0.472
O -4.960 -0.402 -4.510 -0.03 -0.04 0.17 -0.503
H -5.498 -2.819 -2.508 -0.01 0.09 0.00 0.303
H -5.802 -2.839 -4.270 0.10 0.04 -0.07 0.291
H -4.127 -2.697 -3.650 -0.03 0.03 -0.11 0.287
```
Forces are in eV/Å.

Summary:
Energy   -2437.5449 Ha
HOMO-LUMO gap   8.3 eV
HOMO   -0.31776 hartree
Largest force on an atom   2.04 eV/A
SMILES   CCCC[PH3]/C(I)=C(/C)I.C[N+](=O)[O-].C[N+](=O)[O-].C[N+](=O)[O-].C[N+](=O)[O-].C[N+](=O)[O-]
LUMO energy   -0.366 eV